{"formula": "C4H18B3CdO2", "method": "the ωB97M-V functional and the def2-TZVPD basis", "orbital_gap_ev": 8.1, "e_lumo_ev": 2.53, "e_above_lowest_kj_mol": 0.00, "homo_energy_ev": -5.61, "largest_force_ev_per_a": 2.005, "charge": -1, "elements": ["Cd", "B", "H", "H", "H", "H", "B", "H", "H", "H", "H", "B", "H", "H", "H", "H", "O", "C", "O", "C", "C", "C", "H", "H", "H", "H", "H", "H"], "xyz": [[-1.7608, -0.1452, 0.1027], [-1.1612, -1.4054, 1.8559], [-0.6244, -1.6459, 0.8228], [-1.1858, -0.2495, 2.1181], [-2.2845, -1.7632, 1.6967], [-0.6316, -2.0970, 2.6904], [-2.4316, -1.4252, -1.5421], [-2.5717, -0.2788, -1.8179], [-2.9521, -2.1144, -2.3773], [-1.2708, -1.6137, -1.4213], [-2.9481, -1.6082, -0.4905], [-2.8743, 1.6321, 0.5717], [-3.5177, 2.5894, 0.8978], [-1.7297, 1.6843, 0.8724], [-3.2553, 0.6777, 1.1652], [-2.9151, 1.4500, -0.5963], [0.2312, 0.3672, -0.5763], [1.4095, 0.5363, -0.4763], [1.9433, 1.7386, -0.1747], [3.3801, 1.6943, -0.2191], [3.7335, 0.2129, -0.0846], [2.5058, -0.4523, -0.7146], [3.7154, 2.2871, 0.6288], [3.7485, 2.1361, -1.1461], [3.7748, -0.0666, 0.9688], [4.6625, -0.0709, -0.5725], [2.2930, -1.4722, -0.4021], [2.7172, -0.5976, -1.7798]], "atomic_forces_ev_per_a": [[-0.16, -0.53, 0.19], [0.16, -1.42, 1.37], [0.94, -0.44, -0.41], [0.48, 0.60, 0.78], [-0.60, -0.37, 0.34], [0.18, 0.15, 0.19], [-0.57, -0.89, -1.60], [-0.31, 0.60, -0.91], [0.01, -0.09, -0.08], [0.86, -0.70, -0.44], [-0.92, -0.77, 0.38], [-1.08, 1.63, 0.44], [0.13, 0.18, 0.07], [0.99, 1.29, 0.57], [-1.16, -0.35, 0.57], [-0.57, 0.49, -0.85], [1.54, 0.69, -0.51], [-0.03, 0.03, -0.44], [-0.02, 0.05, -0.16], [-0.01, -0.21, 0.50], [-0.40, -0.26, 0.22], [1.12, -0.63, -0.46], [0.15, 0.06, -0.10], [-0.17, 0.01, -0.07], [0.17, 0.09, 0.02], [0.06, 0.11, 0.04], [-0.30, 0.22, 0.52], [-0.47, 0.47, -0.16]]}